Entry 1:
C4H4BrClO2 | the ωB97M-V functional and the def2-TZVPD basis

The geometry in XYZ format:
```
12
Properties=species:S:1:pos:R:3
C 0.407 -0.653 -2.854
C 0.677 0.533 0.889
C -0.354 0.232 1.828
C -0.564 -0.090 0.357
O 1.233 0.009 -2.393
O -0.413 -1.298 -3.264
Cl -1.590 1.061 -0.506
Br -0.684 -1.898 -0.359
H 0.900 1.683 0.923
H 1.592 0.046 0.712
H -0.225 -0.673 2.506
H -0.980 1.049 2.161
```

Computed properties:
- ΔE to the lowest compared entry with this formula, charge and spin: 3.5 kcal per mole
- HOMO energy: -9.97 eV
- E: -3339.4758 a.u.


Entry 2:
C5H15O3 | the ωB97M-V functional and the def2-TZVPD basis

The geometry in XYZ format:
```
23
Properties=species:S:1:pos:R:3
C 0.357 0.794 0.657
O -0.901 1.330 0.765
C 0.932 0.667 -0.818
C 1.933 -0.508 -0.792
C 1.301 -1.819 -1.221
C 1.734 -2.948 -0.151
H 1.110 1.310 1.265
H 0.155 -0.173 1.176
H 1.360 1.650 -1.036
H 0.052 0.470 -1.436
H 2.506 -0.439 0.179
H 2.803 -0.338 -1.457
H 1.565 -2.151 -2.241
H 0.234 -1.755 -0.960
H 1.828 -3.734 -0.859
H 0.954 -3.255 0.467
H 2.710 -2.761 0.303
H -1.583 1.739 -0.382
H -2.919 1.729 -1.368
O -1.991 1.968 -1.352
H -2.616 -0.410 2.304
H -2.043 0.929 1.806
O -2.563 0.504 2.598
```

Computed properties:
- ΔE to the lowest compared entry with this formula, charge and spin: 26.7 kcal per mole
- HOMO energy: -3.94 eV
- Total charge: -1
- E: -425.2065 a.u.


Entry 3:
C27H22BrF6N5O5PdS2 | the ωB97M-V functional and the def2-TZVPD basis

The geometry in XYZ format:
```
69
Properties=species:S:1:pos:R:3
Pd -1.176 0.140 -2.093
C -3.364 -2.931 -2.860
O -2.972 -2.570 -1.548
C -2.170 -3.417 -0.873
C -2.106 -4.778 -1.100
C -1.262 -5.546 -0.303
Br -1.184 -7.427 -0.620
C -0.481 -4.997 0.677
C -0.531 -3.611 0.893
C -1.382 -2.819 0.135
O -1.485 -1.500 0.383
C 0.374 -3.038 1.896
N 1.132 -3.763 2.689
C 1.838 -2.846 3.439
C 2.792 -3.049 4.438
C 3.355 -1.934 5.031
C 2.984 -0.635 4.645
C 2.043 -0.408 3.656
C 1.485 -1.537 3.065
N 0.549 -1.696 2.072
H -4.167 -3.678 -2.837
H -2.509 -3.292 -3.427
H -3.722 -2.015 -3.323
H -2.695 -5.234 -1.881
H 0.194 -5.591 1.275
H -1.583 -0.961 -0.482
H 3.074 -4.054 4.729
H 4.100 -2.061 5.808
H 3.442 0.216 5.134
H 1.758 0.597 3.370
H 0.037 -0.988 1.562
N 1.012 8.555 0.175
C 0.758 7.289 0.751
C 1.575 6.202 0.446
C 1.340 4.967 1.022
C 0.293 4.804 1.920
C -0.520 5.879 2.232
C -0.287 7.120 1.653
S -0.009 3.184 2.612
O -1.211 3.332 3.412
O 1.203 2.829 3.317
N -0.142 2.264 1.348
C -1.215 2.378 0.531
S -2.824 2.935 1.036
C -3.393 2.730 -0.582
C -2.384 2.289 -1.365
N -1.163 2.093 -0.753
H 1.455 8.481 -0.729
H 0.173 9.112 0.092
H 2.389 6.325 -0.261
H 1.949 4.110 0.762
H -1.342 5.727 2.918
H -0.930 7.960 1.893
H -4.416 2.918 -0.864
H -2.463 2.068 -2.416
C 1.775 -1.325 -2.839
C 0.592 -2.022 -3.535
O -0.603 -1.764 -2.977
C 0.846 -3.548 -3.471
F 0.834 -3.972 -2.203
F -0.091 -4.261 -4.134
F 2.044 -3.932 -3.989
C 0.577 -1.583 -5.030
F 0.524 -0.245 -5.134
F 1.679 -1.964 -5.737
F -0.482 -2.062 -5.706
H 1.823 -1.700 -1.817
H 1.532 -0.265 -2.791
H 2.733 -1.484 -3.338
```

Computed properties:
- HOMO energy: -1.49 eV
- Total charge: -2
- E: -5789.6741 a.u.


Entry 4:
C4H8NO2 | the ωB97M-V functional and the def2-TZVPD basis

The geometry in XYZ format:
```
15
Properties=species:S:1:pos:R:3
C -0.241 0.302 -0.137
C -1.906 -1.071 0.841
C -0.565 -0.921 0.764
C 1.196 1.624 -1.437
N 0.523 -1.623 1.182
O -2.552 -2.034 1.472
O 0.924 0.678 -0.419
H -1.078 0.840 -0.234
H -2.715 -0.369 0.453
H 0.795 2.691 -1.126
H 0.617 1.450 -2.332
H 2.271 1.626 -1.719
H -1.886 -2.755 1.780
H 0.591 -2.508 1.692
H 1.320 -1.155 0.889
```

Computed properties:
- ΔE to the lowest compared entry with this formula, charge and spin: 72.1 kcal per mole
- HOMO energy (alpha / beta): -13.02 / -13.02 eV
- Total charge: +1
- E: -362.0985 a.u.


Q: Look up the E of the fourth one.
A: -362.0985 a.u.


Q: Which value of E does entry 3 give?
A: -5789.6741 a.u.


Q: E of number 4 (C4H8NO2)?
A: -362.0985 a.u.


Q: Among the records above, which one has the highest E?
A: C4H8NO2